Model i:
A single C4H13N3 molecule, computed with ωB97M-V with the def2-TZVPD basis set.

Summary:
Net charge: 0
Multiplicity: 1
Structure (SMILES): NCCCNCN

Atoms and positions in Å:
C -0.335 0.707 -0.268
C -1.007 0.706 1.040
C -1.521 -0.751 1.449
N -2.676 -1.282 0.517
N 0.999 0.262 0.011
C 1.732 -0.115 -1.309
N 3.173 0.392 -1.367
H -0.941 -0.006 -0.789
H -0.504 1.595 -0.868
H -0.152 1.007 1.698
H -1.874 1.400 0.924
H -0.586 -1.386 1.323
H -1.825 -0.818 2.528
H -3.475 -1.310 1.128
H -2.862 -0.524 -0.232
H 1.696 0.980 0.458
H 1.205 0.368 -2.131
H 1.661 -1.163 -1.423
H 3.531 -0.179 -2.174
H 3.758 0.117 -0.515

natural (NBO) atomic charge list, values in e, 2 entries: atom 1 (C): -0.244, atom 2 (C): -0.407

=====

Model ii:
A single C4H13N3 molecule, computed with ωB97M-V with the def2-TZVPD basis set.

Summary:
Net charge: 0
Multiplicity: 1
Structure (SMILES): NCCNCCN

Atoms and positions in Å:
C -1.368 -0.810 -0.008
N -0.024 -0.328 -0.173
C 1.030 -0.754 0.709
C 2.358 -0.309 0.152
N 2.550 1.134 0.471
C -2.289 -0.060 -0.924
N -2.221 1.358 -0.646
H -1.426 -1.899 -0.162
H -1.741 -0.770 1.041
H -0.008 0.639 -0.456
H 0.872 -0.345 1.721
H 0.924 -1.841 0.803
H 2.337 -0.501 -0.922
H 3.238 -0.873 0.487
H 3.233 1.538 -0.159
H 2.972 1.155 1.393
H -2.006 -0.248 -1.957
H -3.316 -0.411 -0.807
H -2.040 1.498 0.337
H -3.076 1.826 -0.899

natural (NBO) atomic charge list, values in e, 2 entries: atom 1 (C): -0.212, atom 2 (N): -0.655

=====

Tell me which of them is the most stable. Sure, it is model ii.

=====

Model i:
A single C4H13N3 molecule, computed with ωB97M-V with the def2-TZVPD basis set.

Summary:
Net charge: 0
Multiplicity: 1
Structure (SMILES): NCCNCCN

Atoms and positions in Å:
N -2.077 -1.010 -1.723
C -2.406 -0.063 -0.650
C -1.424 -0.031 0.501
N -0.081 0.360 0.100
C 0.951 0.377 1.178
C 2.322 0.521 0.586
N 2.656 -0.616 -0.281
H -1.295 -0.623 -2.243
H -1.696 -1.844 -1.281
H -3.399 -0.216 -0.240
H -2.436 0.933 -1.099
H -1.768 0.316 1.481
H -1.375 -1.115 0.730
H -0.105 1.304 -0.282
H 0.635 1.281 1.721
H 0.760 -0.441 1.873
H 2.304 1.441 0.000
H 3.051 0.608 1.391
H 3.492 -0.460 -0.826
H 1.893 -0.723 -0.938

natural (NBO) atomic charge list, values in e, 2 entries: atom 1 (N): -0.813, atom 2 (C): -0.221

=====

Model ii:
2 unconnected molecules or ions with the total composition C4H13N3, computed with ωB97M-V with the def2-TZVPD basis set.

Summary:
Net charge: 0
Multiplicity: 1
Structure (SMILES): [H]/N=C(\C)NN.CC

Atoms and positions in Å:
C 2.116 1.184 -0.401
N 0.063 0.836 1.032
C 1.264 0.353 0.535
N -0.339 2.157 0.815
N 1.819 -0.632 1.189
H -0.325 0.277 1.792
H -1.252 2.168 0.358
H -0.450 2.653 1.701
H 2.784 -0.766 0.868
H 1.527 1.918 -0.954
H 2.887 1.706 0.172
H 2.607 0.518 -1.117
C -1.401 -0.969 -1.195
C -1.787 -2.132 -0.311
H -0.907 -2.721 -0.036
H -2.003 -0.086 -0.967
H -1.552 -1.199 -2.252
H -0.295 -0.692 -1.017
H -2.261 -1.781 0.611
H -2.494 -2.792 -0.824

natural (NBO) atomic charge list, values in e, 2 entries: atom 1 (C): -0.696, atom 2 (N): -0.475

=====

Tell me which of them is the most stable. Sure, it is model i.

=====

Model i:
A single C4H13N3 molecule, computed with ωB97M-V with the def2-TZVPD basis set.

Summary:
Net charge: 0
Multiplicity: 1
Structure (SMILES): NCC[C@@H](N)CN

Atoms and positions in Å:
N -0.356 -1.572 0.041
C -0.366 -0.132 -0.002
C 0.856 0.512 0.667
C 2.216 0.160 0.046
N 2.190 0.126 -1.435
C -1.655 0.531 0.596
N -2.810 0.310 -0.295
H -0.256 -1.986 0.959
H -1.168 -2.005 -0.382
H -0.405 0.171 -1.049
H 0.689 1.591 0.644
H 0.809 0.037 1.658
H 2.278 -0.904 0.325
H 3.074 0.713 0.411
H 2.989 0.614 -1.789
H 1.337 0.432 -1.873
H -1.450 1.610 0.570
H -1.843 0.273 1.643
H -2.524 -0.424 -0.938
H -3.606 -0.056 0.200

natural (NBO) atomic charge list, values in e, 2 entries: atom 1 (N): -0.845, atom 2 (C): -0.048

=====

Model ii:
A single C4H13N3 molecule, computed with ωB97M-V with the def2-TZVPD basis set.

Summary:
Net charge: 0
Multiplicity: 1
Structure (SMILES): CNCCNCN

Atoms and positions in Å:
C 0.110 -0.745 -0.661
N -0.447 -0.509 0.656
C -0.473 -1.651 1.553
N -1.175 -1.340 2.786
C 1.191 0.270 -1.030
N 0.726 1.637 -0.982
C 0.169 2.220 -2.170
H -0.676 -0.801 -1.427
H 0.559 -1.736 -0.689
H -1.329 -0.026 0.588
H -0.973 -2.518 1.091
H 0.564 -1.942 1.721
H -1.344 -0.340 2.830
H -2.100 -1.750 2.733
H 1.978 0.172 -0.272
H 1.643 0.027 -1.999
H 1.311 2.230 -0.417
H 0.084 3.302 -2.049
H 0.700 1.946 -3.090
H -0.873 1.902 -2.323

natural (NBO) atomic charge list, values in e, 2 entries: atom 1 (C): -0.230, atom 2 (N): -0.652

=====

Model iii:
A single C4H13N3 molecule, computed with ωB97M-V with the def2-TZVPD basis set.

Summary:
Net charge: 0
Multiplicity: 1
Structure (SMILES): CNCCNCN

Atoms and positions in Å:
C -0.894 -0.868 -0.176
N -0.293 0.013 0.764
C 0.086 -0.520 2.207
N 1.208 0.061 2.876
C -0.004 -0.771 -1.457
N 0.360 0.658 -1.647
C -0.637 1.396 -2.499
H -1.824 -0.490 -0.343
H -0.987 -2.114 -0.035
H 0.715 0.306 0.475
H -0.865 -0.489 2.845
H 0.340 -1.541 1.999
H 2.122 0.184 2.383
H 1.335 0.239 3.849
H 0.801 -1.518 -1.311
H -0.634 -1.113 -2.307
H 1.332 0.896 -1.825
H -0.350 2.463 -2.317
H -0.526 1.248 -3.570
H -1.679 1.385 -2.250

natural (NBO) atomic charge list, values in e, 2 entries: atom 1 (C): -0.210, atom 2 (N): -0.634

=====

Model iv:
A single C4H13N3 molecule, computed with ωB97M-V with the def2-TZVPD basis set.

Summary:
Net charge: 0
Multiplicity: 1
Structure (SMILES): CCNCN(C)N

Atoms and positions in Å:
C 0.240 0.387 1.059
C -1.618 0.547 -0.456
C 2.062 0.585 -0.674
C -2.354 -0.685 0.056
N 0.963 -0.222 -0.186
N -0.855 1.181 0.628
N 1.311 -1.572 0.060
H -0.530 2.090 0.310
H 1.492 -2.035 -0.827
H 2.156 -1.643 0.633
H 0.923 0.986 1.675
H -0.134 -0.490 1.587
H -2.336 1.294 -0.805
H -0.738 0.150 -1.164
H 1.694 1.591 -0.879
H 2.884 0.657 0.058
H 2.468 0.159 -1.597
H -3.083 -1.007 -0.690
H -1.659 -1.502 0.226
H -2.884 -0.471 0.986

natural (NBO) atomic charge list, values in e, 2 entries: atom 1 (C): -0.065, atom 2 (C): -0.254

=====

Tell me which of them is the most stable. Sure, it is model i.

=====

Model i:
3 unconnected molecules or ions with the total composition C2H8N4, computed with ωB97M-V with the def2-TZVPD basis set.

Summary:
Net charge: 0
Multiplicity: 1

Atoms and positions in Å:
C 0.930 -1.650 -0.922
N 0.335 0.072 0.539
C -0.675 -0.229 -0.160
N 1.207 1.065 0.205
N -1.579 1.404 1.221
N -1.700 -0.623 -0.685
H 1.260 1.290 -0.781
H 2.107 0.885 0.624
H -0.967 2.221 1.248
H -1.535 1.043 2.177
H -2.490 -0.059 -0.358
H 0.315 -2.518 -0.731
H 1.901 -1.644 -0.447
H 0.891 -1.257 -1.932

natural (NBO) atomic charge list, values in e, 2 entries: atom 1 (C): -0.607, atom 2 (N): -0.292

=====

Model ii:
A single C2H8N4 molecule, computed with ωB97M-V with the def2-TZVPD basis set.

Summary:
Net charge: 0
Multiplicity: 1

Atoms and positions in Å:
C -0.116 -1.182 0.272
C -1.462 0.144 -1.443
N 1.082 1.069 0.913
N 1.960 1.854 1.881
N 0.003 1.161 -0.083
N -0.442 0.001 -0.502
H -0.115 -1.039 1.420
H -0.880 -2.033 0.140
H 0.776 -1.810 -0.071
H -1.297 -0.572 -2.258
H -2.359 0.056 -0.970
H -1.361 1.011 -2.134
H 1.547 0.177 0.908
H 2.665 1.162 1.927

natural (NBO) atomic charge list, values in e, 2 entries: atom 1 (C): -0.489, atom 2 (C): -0.406

=====

Tell me which of them is the most stable. Sure, it is model i.

=====

Model i:
2 unconnected molecules or ions with the total composition C4H11N2O2, computed with ωB97M-V with the def2-TZVPD basis set.

Summary:
Net charge: +1
Multiplicity: 1

Atoms and positions in Å:
C 0.077 0.647 0.435
C 0.682 -1.310 0.240
C 2.358 0.577 -0.434
C -2.639 1.082 -0.408
N -0.234 -0.581 1.106
N 0.982 -0.006 -0.536
O -0.006 -2.375 -0.311
O -2.791 -0.275 -0.367
H 0.568 1.368 1.053
H 1.590 -1.482 0.871
H 3.110 0.015 -0.808
H 2.242 1.481 -1.020
H 2.484 0.667 0.597
H -2.463 1.461 -1.461
H -2.823 1.775 0.446
H -0.135 -0.667 2.068
H 0.802 0.089 -1.523
H -0.929 -2.015 -0.495
H -2.874 -0.451 0.548

natural (NBO) atomic charge list, values in e, 2 entries: atom 1 (C): 0.027, atom 2 (C): 0.409

=====

Model ii:
A gas-phase ion, C4H11N2O2 (charge +1), computed with ωB97M-V with the def2-TZVPD basis set.

Summary:
Net charge: +1
Multiplicity: 1
Structure (SMILES): C[N+](C)(C)C[N+](=O)[O-]

Atoms and positions in Å:
C 1.082 0.610 -1.021
C 0.674 -0.310 1.197
C -0.796 -1.021 -0.634
C -0.942 1.186 0.344
N -0.344 2.438 1.057
N 0.071 0.161 -0.022
O -1.225 3.196 1.372
O 0.843 2.495 1.211
H 0.657 1.157 -1.886
H 1.774 1.236 -0.455
H 1.558 -0.325 -1.351
H 0.151 -0.309 2.148
H 1.157 -1.354 1.020
H 1.428 0.462 1.268
H -0.316 -1.287 -1.620
H -0.896 -1.758 0.171
H -1.760 -0.665 -0.812
H -1.564 0.676 1.151
H -1.589 1.451 -0.434

natural (NBO) atomic charge list, values in e, 2 entries: atom 1 (C): -0.423, atom 2 (C): -0.462

=====

Tell me which of them is the most stable. Sure, it is model ii.

=====

Model i:
2 unconnected molecules or ions with the total composition CH3F2OP, computed with ωB97M-V with the def2-TZVPD basis set.

Summary:
Net charge: 0
Multiplicity: 1
Structure (SMILES): FCF.O=P

Atoms and positions in Å:
C 1.780 0.199 -0.285
O -2.388 -0.092 1.432
F 1.218 -0.462 0.763
F 2.926 -0.342 -0.572
P -3.128 0.279 0.235
H 2.025 1.263 0.013
H 0.951 0.182 -1.000
H -3.383 -1.025 -0.585

natural (NBO) atomic charge list, values in e, 2 entries: atom 1 (C): 0.438, atom 2 (O): -0.945

=====

Model ii:
2 unconnected molecules or ions with the total composition CH3F2OP, computed with ωB97M-V with the def2-TZVPD basis set.

Summary:
Net charge: 0
Multiplicity: 1

Atoms and positions in Å:
C -0.571 -0.179 1.800
O 1.723 -0.250 -0.776
F 0.264 -1.048 2.354
F -0.349 1.096 1.933
P 0.122 -0.660 -0.761
H -1.624 -0.342 2.136
H 2.506 -0.888 -0.839
H 0.110 0.639 -1.194

natural (NBO) atomic charge list, values in e, 2 entries: atom 1 (C): 0.465, atom 2 (O): -1.018

=====

Tell me which of them is the most stable. Sure, it is model i.

=====

Model i:
2 unconnected molecules or ions with the total composition C2H4P2, computed with ωB97M-V with the def2-TZVPD basis set.

Summary:
Net charge: 0
Multiplicity: 1

Atoms and positions in Å:
C -1.510 0.447 -0.409
C -0.570 1.112 0.221
P 2.370 -1.048 0.231
P 2.402 0.916 -0.164
H -2.348 0.226 0.368
H -1.674 0.368 -1.443
H -0.457 1.505 1.240
H 3.690 -1.633 -0.191

natural (NBO) atomic charge list, values in e, 2 entries: atom 1 (C): -0.530, atom 2 (C): -0.097

=====

Model ii:
A molecular structure, C2H4P2, computed with ωB97M-V with the def2-TZVPD basis set.

Summary:
Net charge: 0
Multiplicity: 1

Atoms and positions in Å:
C 0.524 1.289 0.230
C 0.057 -0.993 -0.384
P 1.541 -0.067 -0.045
P -1.069 0.544 -0.302
H 0.784 2.402 0.462
H -0.031 -1.690 -1.206
H -0.219 -1.643 0.347
H -1.588 0.158 0.898

natural (NBO) atomic charge list, values in e, 2 entries: atom 1 (C): -0.934, atom 2 (C): -1.036

=====

Tell me which of them is the most stable. Sure, it is model ii.

=====

Model i:
A single C3H3NOS molecule, computed with ωB97M-V with the def2-TZVPD basis set.

Summary:
Net charge: 0
Multiplicity: 1
Structure (SMILES): CC(=O)SC#N

Atoms and positions in Å:
C -0.082 1.666 2.098
C 0.271 -0.654 0.075
C 0.030 -0.621 -1.419
N -0.581 2.118 3.023
O 0.160 -1.608 0.796
S 0.537 1.136 0.623
H 0.350 0.109 -2.072
H -1.091 -0.512 -1.539
H 0.405 -1.634 -1.584

natural (NBO) atomic charge list, values in e, 2 entries: atom 1 (C): 0.039, atom 2 (C): 0.519

=====

Model ii:
A single C3H3NOS molecule, computed with ωB97M-V with the def2-TZVPD basis set.

Summary:
Net charge: 0
Multiplicity: 1
Structure (SMILES): CSC(=O)C#N

Atoms and positions in Å:
C 1.495 2.206 -0.029
C 0.240 0.918 -0.613
C -0.977 -1.453 0.300
N 2.243 2.982 0.312
O -0.058 0.845 -1.758
S 0.129 -0.039 0.852
H -1.810 -1.492 0.901
H -0.399 -2.369 0.815
H -0.863 -1.597 -0.779

natural (NBO) atomic charge list, values in e, 2 entries: atom 1 (C): 0.100, atom 2 (C): 0.427

=====

Model iii:
A single C3H3NOS molecule, computed with ωB97M-V with the def2-TZVPD basis set.

Summary:
Net charge: 0
Multiplicity: 1
Structure (SMILES): C#CC(=O)NS

Atoms and positions in Å:
C -0.205 0.238 0.224
C 1.289 0.059 -0.001
C 2.457 -0.301 -0.025
H -2.014 1.229 0.201
H -0.843 -1.675 -0.319
H 3.589 -0.184 -0.390
N -1.087 -0.665 0.355
O -0.519 1.392 0.043
S -2.667 -0.094 -0.088

natural (NBO) atomic charge list, values in e, 2 entries: atom 1 (C): 0.585, atom 2 (C): -0.100

=====

Tell me which of them is the most stable. Sure, it is model i.